Entry 1:
Density functional theory data (the ωB97M-V functional and the def2-TZVPD basis) for a cluster of 7 separate species, C25H70N8O7 in total.

Atoms and positions in Å:
C  -4.161  0.225  4.727
O  -4.491  1.075  3.674
C  -5.215  2.227  4.071
C  -5.363  3.219  2.912
C  -4.032  3.562  2.240
N  -6.020  4.429  3.385
H  -3.421  0.616  5.438
H  -3.764  -0.739  4.410
H  -5.038  -0.033  5.337
H  -6.273  2.008  4.283
H  -4.757  2.580  4.997
H  -5.913  2.802  2.067
H  -3.294  2.758  2.240
H  -3.463  4.377  2.707
H  -4.150  3.899  1.208
H  -6.909  4.230  3.817
H  -5.393  4.981  3.950
C  -0.557  -2.760  -3.119
O  0.520  -3.640  -3.335
C  1.365  -3.723  -2.217
C  2.513  -4.702  -2.520
C  3.594  -4.542  -1.465
N  3.087  -4.430  -3.874
H  -1.233  -2.676  -3.971
H  -0.211  -1.723  -3.008
H  -1.124  -3.087  -2.243
H  1.727  -2.742  -1.901
H  0.848  -4.213  -1.380
H  2.223  -5.753  -2.588
H  3.815  -3.476  -1.349
H  4.517  -4.987  -1.849
H  3.442  -4.969  -0.474
H  4.028  -4.058  -3.769
H  2.563  -3.640  -4.246
C  2.053  -0.296  1.857
O  0.707  -0.292  1.491
C  0.166  -1.537  1.082
C  -1.273  -1.338  0.579
C  -2.005  -0.486  1.572
N  -2.127  -2.570  0.582
H  2.627  -1.007  1.241
H  2.332  -0.688  2.846
H  2.422  0.721  1.751
H  0.750  -1.980  0.262
H  0.222  -2.248  1.914
H  -1.414  -0.879  -0.400
H  -3.069  -0.353  1.362
H  -1.632  0.541  1.437
H  -1.853  -0.752  2.617
H  -2.053  -3.068  1.470
H  -3.071  -2.213  0.676
C  5.748  2.337  0.483
O  6.906  1.853  1.146
C  7.850  2.904  1.319
C  9.113  2.276  1.894
C  8.982  1.786  3.327
N  10.186  3.313  1.911
H  4.828  1.922  0.898
H  5.783  2.038  -0.570
H  5.645  3.423  0.521
H  8.069  3.453  0.401
H  7.467  3.583  2.090
H  9.357  1.434  1.235
H  8.087  1.174  3.455
H  8.982  2.617  4.038
H  9.856  1.252  3.711
H  9.946  3.987  1.190
H  11.090  2.923  1.677
C  -0.313  1.963  -0.985
O  -0.279  3.020  -1.922
C  0.628  2.833  -2.963
C  0.208  3.659  -4.167
C  0.917  3.215  -5.439
N  0.360  5.097  -3.915
H  -1.032  2.321  -0.238
H  0.601  1.843  -0.400
H  -0.796  1.069  -1.385
H  1.701  2.895  -2.706
H  0.669  1.780  -3.309
H  -0.870  3.481  -4.314
H  1.984  3.411  -5.267
H  0.622  3.864  -6.265
H  0.870  2.162  -5.703
H  -0.223  5.325  -3.116
H  -0.071  5.548  -4.719
C  -6.142  -0.563  0.293
O  -6.031  -0.425  -1.101
C  -4.687  -0.508  -1.522
C  -4.543  -0.221  -3.009
C  -4.856  -1.440  -3.890
N  -3.173  0.252  -3.220
H  -5.652  0.213  0.887
H  -5.703  -1.521  0.609
H  -7.191  -0.671  0.561
H  -4.089  0.188  -0.920
H  -4.300  -1.526  -1.380
H  -5.250  0.577  -3.267
H  -4.127  -2.217  -3.645
H  -4.606  -1.171  -4.920
H  -5.876  -1.809  -3.859
H  -3.005  1.001  -2.557
H  -3.014  0.666  -4.131
N  0.042  -6.345  3.710
C  -0.306  -5.197  3.044
N  -0.615  -5.350  1.733
O  -0.336  -4.109  3.626
H  0.098  -6.166  4.700
H  -0.174  -7.244  3.331
H  -0.811  -6.268  1.385
H  -0.767  -4.557  1.138

Calculated values
- SMILES = COC[C@H](C)N.COC[C@H](C)N.COC[C@H](C)N.COC[C@H](C)N.COC[C@H](C)N.COC[C@H](C)N.NC(N)=O
- LUMO (eV) = 0.5
- M (u) = 594.884
- ΔE to the lowest compared entry with this formula, charge and spin (eV) = 2.8018
- F_max (hartree/bohr) = 0.0580
- electronic energy (Ha) = -1959.0950
- highest occupied orbital energy (eV) = -9.21
- charge = 0
- multiplicity = 1
- Kohn-Sham gap (Eh) = 0.3572

Entry 2:
Density functional theory data (the ωB97M-V functional and the def2-TZVPD basis) for a cluster of 5 separate species, C13H33Cl10N2P2S2 in total.

Atoms and positions in Å:
C  -2.466  2.867  -1.570
C  -0.911  2.297  -1.739
C  -1.024  0.669  -1.973
N  -0.507  -0.157  -0.792
S  -1.730  -1.444  -0.641
P  -1.970  -2.417  -2.596
N  -3.535  -2.861  -2.683
P  -1.096  -2.928  0.784
S  0.833  -3.102  0.972
H  -2.454  4.043  -1.739
H  -2.964  2.568  -0.553
H  -3.130  2.408  -2.449
H  -0.206  2.606  -0.849
H  -0.520  2.788  -2.754
H  -0.389  0.421  -2.950
H  -2.173  0.445  -2.202
H  0.349  -0.646  -1.155
H  -1.745  -1.486  -3.688
H  -1.067  -3.532  -2.756
H  -3.985  -2.354  -3.504
H  -1.674  -4.251  0.511
H  -1.619  -2.505  2.087
Cl  3.778  -4.368  1.642
C  4.283  -5.469  2.948
C  3.788  -5.010  4.310
Cl  4.594  -3.517  4.851
H  5.374  -5.548  2.921
H  3.865  -6.452  2.712
H  4.004  -5.776  5.061
H  2.708  -4.832  4.307
Cl  -0.179  -5.057  -5.694
C  1.496  -5.168  -5.098
C  1.560  -5.325  -3.586
Cl  1.038  -3.850  -2.735
H  2.036  -4.277  -5.434
H  1.947  -6.041  -5.581
H  2.590  -5.522  -3.276
H  0.936  -6.155  -3.241
Cl  1.513  4.402  -2.311
C  3.188  4.291  -1.715
C  3.251  4.134  -0.204
Cl  2.730  5.609  0.647
H  3.728  5.182  -2.051
H  3.639  3.418  -2.199
H  4.282  3.937  0.106
H  2.627  3.304  0.141
Cl  -6.425  -1.074  0.710
C  -5.466  -0.891  2.200
C  -4.098  -0.284  1.931
Cl  -3.036  -1.392  1.027
H  -5.384  -1.874  2.674
H  -6.038  -0.239  2.866
H  -3.595  -0.066  2.878
H  -4.176  0.649  1.365
Cl  1.534  8.259  2.140
C  0.699  8.198  3.712
C  0.201  6.801  4.045
Cl  -1.132  6.291  2.980
H  -0.120  8.923  3.690
H  1.422  8.525  4.466
H  -0.184  6.777  5.068
H  1.002  6.059  3.966

Calculated values
- LUMO (eV) = -4.2
- M (u) = 698.033
- F_max (hartree/bohr) = 0.1718
- electronic energy (Ha) = -6705.0729
- highest occupied orbital energy (eV) = -11.64
- charge = +1
- multiplicity = 1
- Kohn-Sham gap (Eh) = 0.2732

Entry 3:
Density functional theory data (the ωB97M-V functional and the def2-TZVPD basis) for an isolated molecule of C4H10N2.

Atoms and positions in Å:
N  1.693  -1.900  -1.375
C  0.808  -1.423  -0.483
C  0.621  -0.300  0.276
C  -0.712  0.068  0.816
C  -0.894  1.521  1.109
N  -0.978  2.155  -0.261
H  1.670  -2.863  -1.689
H  2.696  -1.634  -1.500
H  -0.098  -2.081  -0.550
H  1.551  0.341  0.268
H  -0.841  -0.701  1.658
H  -1.506  -0.226  0.110
H  -0.039  1.835  1.634
H  -1.970  1.627  1.719
H  -0.329  1.923  -0.916
H  -1.669  1.661  -0.816

Calculated values
- SMILES = N/C=C/CCN
- LUMO (eV) = 1.0
- M (u) = 86.138
- ΔE to the lowest compared entry with this formula, charge and spin (eV) = 2.6342
- F_max (hartree/bohr) = 0.0848
- electronic energy (Ha) = -267.8285
- highest occupied orbital energy (eV) = -7.71
- charge = 0
- multiplicity = 1
- Kohn-Sham gap (Eh) = 0.3194

Entry 4:
Density functional theory data (the ωB97M-V functional and the def2-TZVPD basis) for an isolated molecule of C3H8N2S.

Atoms and positions in Å:
C  -0.678  -1.250  -1.304
C  -0.845  -0.327  -0.061
S  -1.481  1.429  -0.538
C  0.395  -0.263  0.829
N  1.538  -0.728  0.520
N  2.614  -0.318  1.263
H  -0.544  -2.193  -0.807
H  0.169  -0.856  -1.946
H  -1.612  -1.229  -1.961
H  -1.553  -0.638  0.676
H  -1.074  1.255  -1.787
H  0.346  0.362  1.711
H  2.346  -0.139  2.238
H  3.316  -1.061  1.224

Calculated values
- SMILES = C[C@H](S)/C=N/N
- LUMO (eV) = 1.0
- M (u) = 104.178
- ΔE to the lowest compared entry with this formula, charge and spin (eV) = 2.2373
- F_max (hartree/bohr) = 0.0437
- electronic energy (Ha) = -626.7411
- highest occupied orbital energy (eV) = -9.01
- charge = 0
- multiplicity = 1
- Kohn-Sham gap (Eh) = 0.3668